Record 1
4
Properties=species:S:1:pos:R:3 method="wB97M-V/def2-TZVPD" multiplicity=1 homo_lumo_gap_ha=0.3164 smiles=SS
S 0.716 -0.997 -0.377
S 0.028 0.987 0.803
H -0.600 -1.406 -0.082
H -0.144 1.416 -0.344

***

Record 2
36
Properties=species:S:1:pos:R:3 method="wB97M-V/def2-TZVPD" multiplicity=1 homo_lumo_gap_ha=0.4085 smiles="O=C1OCCO1.O=C1OCCO1.O=C1OCCO1.O.O"
O -0.053 -1.904 -4.311
C -0.953 -2.806 -4.360
O -2.230 -2.665 -4.768
C -2.778 -3.974 -4.683
C -1.839 -4.818 -3.850
O -0.717 -4.051 -3.829
H -3.795 -4.022 -4.293
H -2.903 -4.446 -5.658
H -1.600 -5.731 -4.396
H -2.232 -5.115 -2.878
O 7.625 -0.186 3.956
C 6.760 0.597 4.129
O 5.740 0.352 4.949
C 4.792 1.445 4.871
C 5.337 2.394 3.890
O 6.542 1.777 3.464
H 3.791 1.095 4.617
H 4.746 1.903 5.859
H 5.401 3.347 4.414
H 4.616 2.517 3.082
O -4.215 2.376 -0.703
C -4.662 1.310 -0.297
O -3.989 0.115 -0.099
C -4.738 -0.684 0.818
C -6.164 0.002 0.882
O -5.942 1.188 0.079
H -4.820 -1.701 0.434
H -4.325 -0.509 1.812
H -6.362 0.383 1.884
H -7.016 -0.558 0.498
O 5.036 5.248 -1.140
H 4.170 5.631 -0.995
H 4.888 4.303 -1.113
O 0.999 2.479 -0.665
H 0.674 1.739 -1.178
H 0.212 2.967 -0.423

***

Record 3
93
Properties=species:S:1:pos:R:3 method="wB97M-V/def2-TZVPD" multiplicity=1 homo_lumo_gap_ha=0.2276 charge=+1
Os 1.492 -0.014 0.720
C -4.499 -0.402 -1.285
O -4.882 0.913 -1.708
C -4.775 1.903 -0.765
C -5.912 2.624 -0.432
C -5.844 3.635 0.512
C -4.636 3.942 1.124
C -3.489 3.257 0.763
C -3.549 2.239 -0.183
N -2.373 1.589 -0.649
C -1.392 1.057 0.128
N -1.723 0.839 1.402
C -0.980 0.339 2.503
C 0.359 -0.048 2.463
C 0.867 -0.521 3.690
C 0.122 -0.592 4.848
C -1.206 -0.178 4.860
C -1.750 0.292 3.686
O -3.027 0.771 3.568
C -3.972 0.377 4.555
N -0.214 0.749 -0.380
C -0.027 1.043 -1.770
C 0.569 2.237 -2.154
C 0.836 2.518 -3.487
C 0.493 1.592 -4.457
C -0.144 0.409 -4.105
C -0.424 0.135 -2.769
O -1.097 -0.976 -2.358
C -1.646 -1.810 -3.371
H -5.121 -1.100 -1.842
H -4.687 -0.532 -0.217
H -3.447 -0.599 -1.488
H -6.845 2.361 -0.914
H -6.739 4.184 0.775
H -4.582 4.731 1.862
H -2.532 3.521 1.197
H -2.167 1.680 -1.632
H -2.671 1.086 1.655
H 1.899 -0.837 3.745
H 0.572 -0.968 5.758
H -1.791 -0.223 5.767
H -3.732 0.806 5.529
H -4.018 -0.711 4.634
H -4.931 0.767 4.226
H 0.818 2.955 -1.383
H 1.298 3.457 -3.762
H 0.695 1.794 -5.501
H -0.435 -0.285 -4.880
H -2.209 -2.581 -2.853
H -0.863 -2.279 -3.972
H -2.316 -1.248 -4.024
O 1.994 -5.386 -4.756
N 1.347 -5.167 -3.755
O 0.474 -5.898 -3.330
C 1.637 -3.914 -3.018
C 2.584 -3.135 -3.567
C 2.946 -1.888 -2.981
C 3.898 -1.032 -3.558
C 4.153 0.167 -2.951
C 3.478 0.487 -1.770
N 2.599 -0.309 -1.191
C 2.318 -1.484 -1.804
C 1.298 -2.318 -1.225
N 0.696 -1.841 -0.117
C -0.271 -2.524 0.457
C -0.689 -3.753 -0.046
C -0.093 -4.269 -1.168
C 0.931 -3.545 -1.810
H 3.070 -3.459 -4.477
H 4.403 -1.322 -4.471
H 4.864 0.870 -3.362
H 3.662 1.434 -1.285
H -0.708 -2.087 1.347
H -1.474 -4.296 0.461
H -0.406 -5.221 -1.558
F 5.898 0.868 4.733
C 4.972 1.156 3.816
C 3.692 1.475 4.238
C 2.738 1.758 3.283
C 3.047 1.735 1.915
C 1.984 1.971 0.909
C 4.362 1.428 1.539
C 5.330 1.137 2.480
H 3.464 1.494 5.295
H 1.728 1.993 3.593
H 2.347 2.428 -0.014
H 1.168 2.591 1.282
H 4.640 1.414 0.496
H 6.348 0.902 2.201
C 2.853 -1.403 1.511
H 3.392 -0.931 2.338
H 3.591 -1.736 0.774
H 2.362 -2.293 1.912

***

Record 4
29
Properties=species:S:1:pos:R:3 method="wB97M-V/def2-TZVPD" multiplicity=1 homo_lumo_gap_ha=0.2815 charge=+1
N 3.422 1.595 -1.218
C 2.023 1.409 -1.101
C 1.173 2.610 -1.441
C -0.256 2.457 -1.362
N -0.849 1.253 -0.948
C -0.108 0.120 -0.622
C -0.823 -1.214 -0.175
C -2.346 -1.228 -0.591
O -3.238 -0.948 0.127
F -2.564 -1.572 -1.927
C 1.359 0.136 -0.687
P 2.434 -1.374 -0.313
N 3.292 -1.600 -1.830
O 3.656 -0.983 0.778
H 3.599 2.516 -0.792
H 3.949 0.892 -0.689
H 1.649 3.570 -1.747
H -0.904 3.331 -1.642
H -1.876 1.257 -0.937
H -0.793 -1.207 0.949
H -0.282 -2.133 -0.512
H 2.667 -1.222 -2.556
H 3.473 -2.593 -1.989
H 3.324 -0.915 1.692
C -4.398 -0.832 3.907
Cl -2.665 -0.711 3.527
Cl -4.713 -0.054 5.466
Cl -5.341 -0.024 2.641
Cl -4.864 -2.539 3.993

***

Record 5
55
Properties=species:S:1:pos:R:3 method="wB97M-V/def2-TZVPD" multiplicity=2 homo_lumo_gap_ha="0.3336 / 0.3423" s2=0.787 charge=+1
O -1.515 1.324 0.124
V -0.546 0.284 -0.658
O -1.461 0.506 -2.480
H -1.779 0.503 -3.369
C 0.486 2.687 1.885
C 1.324 1.418 2.037
C 1.737 1.189 3.484
O 2.917 1.908 3.763
C 3.257 1.772 5.143
N 0.629 0.235 1.393
H -0.540 2.477 2.203
H 0.339 3.045 0.865
H 0.895 3.529 2.442
H 2.256 1.613 1.495
H 2.041 0.126 3.537
H 0.894 1.329 4.166
H 2.395 1.896 5.797
H 4.016 2.540 5.273
H 3.724 0.822 5.424
H -0.062 0.009 2.118
H 1.370 -0.445 1.606
C -2.220 -3.911 -0.322
C -2.039 -2.498 -0.911
C -3.397 -1.867 -1.262
O -4.354 -2.316 -0.335
C -5.657 -1.880 -0.667
N -1.388 -1.613 0.059
H -3.136 -4.033 0.244
H -1.381 -4.152 0.342
H -2.127 -4.653 -1.116
H -1.436 -2.544 -1.817
H -3.685 -2.139 -2.284
H -3.380 -0.773 -1.278
H -5.643 -0.799 -0.848
H -6.352 -2.081 0.140
H -5.983 -2.345 -1.601
H -1.875 -1.637 0.960
H -0.539 -2.094 0.386
C 3.431 -0.690 -2.446
C 2.329 -0.040 -1.601
C 1.951 1.277 -2.269
O 0.856 1.828 -1.571
C 0.495 3.132 -2.013
N 1.134 -0.939 -1.591
H 3.031 -1.041 -3.398
H 3.940 -1.489 -1.904
H 4.237 0.003 -2.702
H 2.701 0.041 -0.581
H 1.774 1.159 -3.343
H 2.821 1.939 -2.180
H -0.551 3.399 -1.872
H 0.599 3.152 -3.103
H 1.121 3.880 -1.525
H 0.882 -1.183 -2.553
H 1.465 -1.858 -1.286

***

Record 6
16
Properties=species:S:1:pos:R:3 method="wB97M-V/def2-TZVPD" multiplicity=1 homo_lumo_gap_ha=0.3950 smiles=C#CC(C)(C)C
C -0.294 -2.466 0.451
C -0.209 -1.318 0.112
C 0.048 0.102 -0.028
C -0.738 0.769 -1.165
C 1.562 0.177 -0.399
C -0.560 0.617 1.321
H -0.580 -3.453 0.694
H -0.511 0.337 -2.146
H -0.473 1.834 -1.195
H -1.810 0.678 -0.981
H 2.200 -0.303 0.348
H 1.732 -0.381 -1.339
H 1.900 1.201 -0.584
H -0.490 1.701 1.401
H -1.632 0.347 1.327
H -0.166 0.127 2.222

***

Record 7
20
Properties=species:S:1:pos:R:3 method="wB97M-V/def2-TZVPD" multiplicity=1 homo_lumo_gap_ha="0.2965 / 0.2965"
C -0.843 -0.639 0.196
C -1.987 0.041 0.109
C 2.488 1.168 -0.924
C 3.095 0.088 -0.043
C 0.481 -0.199 0.325
C -3.353 -0.638 -0.143
O 1.071 2.182 1.169
O 2.064 -2.332 0.810
S 0.822 1.565 -0.154
S 1.852 -1.346 -0.215
H -1.038 -1.783 0.064
H -1.920 1.049 0.292
H 3.153 2.163 -0.910
H 2.274 1.007 -1.904
H 3.959 -0.367 -0.419
H 2.927 0.223 1.070
H 1.296 -0.621 1.994
H -3.954 0.009 -0.658
H -3.327 -1.545 -0.677
H -3.713 -0.774 0.816

***

Record 8
93
Properties=species:S:1:pos:R:3 method="wB97M-V/def2-TZVPD" multiplicity=1 homo_lumo_gap_ha=0.2728 charge=+1
C -5.200 -1.333 0.055
C -4.115 -2.281 0.585
C -2.680 -1.871 0.261
O -2.130 -1.009 1.271
C -0.811 -0.637 0.930
N -0.641 0.823 0.714
C 0.240 1.406 1.761
C -0.490 1.683 3.082
C -0.674 0.468 4.011
C 0.619 0.024 4.723
N 0.267 -0.712 5.963
C 1.205 -0.413 7.033
C 2.655 -0.867 6.806
O 0.871 0.166 8.038
C -0.091 1.032 -0.554
N 1.182 0.515 -0.816
C 2.219 1.553 -1.018
C 3.643 0.960 -0.869
N 4.366 1.693 0.193
C 1.181 -0.589 -1.825
C 1.664 -0.248 -3.262
O 3.004 -0.638 -3.514
C 0.782 -1.087 -4.249
N 1.081 -2.525 -4.179
N -0.828 1.698 -1.394
O -0.373 1.878 -2.679
C -0.182 3.265 -3.005
O 0.437 4.013 -2.304
C -0.842 3.697 -4.266
C -1.719 2.828 -4.902
C -2.374 3.159 -6.059
C -2.108 4.399 -6.623
C -1.240 5.258 -5.992
C -0.612 4.946 -4.813
P -2.413 2.361 -0.860
N -2.086 3.453 0.176
O -3.139 3.050 -2.098
O -3.369 1.190 -0.370
H -6.207 -1.754 0.082
H -4.958 -0.994 -0.961
H -5.215 -0.421 0.670
H -4.228 -2.470 1.658
H -4.280 -3.253 0.096
H -2.090 -2.797 0.162
H -2.620 -1.334 -0.702
H -0.515 -1.255 0.075
H -0.167 -0.932 1.767
H 1.158 0.811 1.879
H 0.578 2.379 1.376
H -1.447 2.181 2.899
H 0.134 2.407 3.625
H -1.149 -0.400 3.538
H -1.359 0.781 4.809
H 1.262 -0.616 4.103
H 1.131 0.940 5.048
H 0.282 -1.715 5.801
H 3.326 -0.452 7.562
H 3.029 -0.581 5.819
H 2.659 -1.960 6.918
H 2.128 2.253 -0.176
H 2.100 2.160 -1.922
H 4.187 0.956 -1.820
H 3.499 -0.072 -0.521
H 4.357 2.671 -0.077
H 5.312 1.330 0.187
H 0.153 -0.960 -1.916
H 1.808 -1.407 -1.445
H 1.526 0.787 -3.569
H 3.230 -1.416 -2.996
H -0.286 -0.863 -4.109
H 1.089 -0.749 -5.249
H 1.612 -2.766 -3.351
H 0.236 -3.080 -4.129
H -1.900 1.861 -4.440
H -3.067 2.453 -6.503
H -2.609 4.645 -7.554
H -1.067 6.225 -6.457
H 0.043 5.663 -4.329
H -2.542 3.242 1.058
H -2.899 3.992 -2.022
H -4.256 1.587 -0.317
C -0.431 -4.492 2.883
O 0.948 -4.687 3.193
C 1.728 -4.864 2.125
O 1.363 -4.860 0.977
O 2.975 -5.039 2.551
C 3.933 -5.242 1.509
H -0.963 -4.357 3.821
H -0.565 -3.598 2.273
H -0.842 -5.363 2.375
H 3.976 -4.375 0.852
H 3.698 -6.140 0.940
H 4.901 -5.371 1.985

***

Record 9
33
Properties=species:S:1:pos:R:3 method="wB97M-V/def2-TZVPD" multiplicity=1 homo_lumo_gap_ha="0.2024 / 0.2307" charge=+2
C 2.418 2.839 0.795
C 3.297 1.677 0.238
H 1.882 3.440 0.013
H 3.101 3.580 1.226
H 1.729 2.586 1.625
H 3.035 1.119 -0.701
H 4.226 2.170 -0.078
H 3.527 0.952 1.029
C -2.579 1.396 -0.563
C -3.836 1.169 -1.122
C -4.017 0.060 -1.960
C -2.938 -0.797 -2.173
H -2.381 2.242 0.094
H -4.641 1.861 -0.902
H -4.980 -0.142 -2.436
H -3.022 -1.697 -2.786
N -1.516 0.611 -0.836
C -1.687 -0.514 -1.592
C -0.537 -1.426 -1.685
N 0.642 -0.973 -1.150
C 1.695 -1.823 -1.018
C 0.446 -3.589 -2.083
C 1.616 -3.143 -1.466
H 2.585 -1.405 -0.536
H 2.476 -3.797 -1.329
C -0.641 -2.728 -2.196
H -1.584 -3.024 -2.647
H 0.368 -4.601 -2.471
Ce 0.855 1.265 -0.188
I -0.007 3.710 -1.682
S -0.141 -1.257 3.982
C 0.179 -0.255 2.812
N 0.429 0.495 1.891

***

Record 10
49
Properties=species:S:1:pos:R:3 method="wB97M-V/def2-TZVPD" multiplicity=1 homo_lumo_gap_ha=0.2790 charge=-1
C -0.856 4.546 0.498
C 0.210 3.743 -0.274
C -0.401 2.539 -1.028
C 0.435 1.256 -0.864
C -0.276 0.073 -1.547
P -0.396 -1.555 -0.568
Br 0.372 -2.791 -2.660
C 1.413 -1.503 0.051
C 2.590 -1.415 -0.929
C 3.832 -0.852 -0.188
C 3.836 0.655 0.020
C -1.128 -0.698 0.966
C -2.120 -1.449 1.864
C -3.076 -0.409 2.506
O -1.469 -2.117 2.943
N -0.623 -3.210 0.320
C -0.617 -4.274 -0.247
O -0.857 -5.334 -0.692
P -2.489 -1.842 -1.503
S -3.910 -0.537 -1.030
H -0.616 5.608 0.472
H -0.881 4.217 1.534
H -1.838 4.409 0.054
H 0.979 3.382 0.409
H 0.677 4.404 -1.001
H -1.439 2.367 -0.748
H -0.353 2.787 -2.090
H 1.364 1.459 -1.393
H 0.600 1.136 0.203
H -1.252 0.421 -1.892
H 0.267 -0.145 -2.463
H 1.568 -2.422 0.611
H 1.561 -0.697 0.767
H 2.917 -2.396 -1.255
H 2.419 -0.737 -1.763
H 3.998 -1.395 0.743
H 4.687 -1.083 -0.830
H 3.738 1.185 -0.925
H 4.802 0.952 0.436
H 3.081 0.992 0.728
H -0.313 -0.421 1.640
H -1.548 0.252 0.650
H -2.774 -2.135 1.338
H -4.004 -0.917 2.771
H -3.363 0.353 1.786
H -2.630 0.033 3.395
H -0.861 -1.482 3.329
H -2.291 -1.811 -2.887
H -2.966 -3.141 -1.253

***

| no. | molecular weight (g/mol) |
| --- | --- |
| 1 | 66.1 |
| 2 | 300.2 |
| 3 | 916.0 |
| 4 | 372.0 |
| 5 | 351.4 |
| 6 | 82.1 |
| 7 | 178.3 |
| 8 | 650.7 |
| 9 | 511.4 |
| 10 | 405.3 |